Model A:
Density functional theory data (the ωB97M-V functional and the def2-TZVPD basis) for C7H10N4O2 in the gas phase.

Values from the calculation:
Total charge: 0
SMILES: CCOC(=O)Nc1cc(N)ncn1
Frontier orbital gap: 10.073 eV

Geometry (Å):
C: -0.2593 -1.4771 -3.6185
C: 0.3367 -0.0886 -3.7808
O: 0.1226 0.7442 -2.6740
C: 0.6819 0.4242 -1.4744
O: 1.3097 -0.6252 -1.3785
N: 0.5141 1.3418 -0.4817
C: 0.2234 0.7705 0.8779
C: -1.0310 0.4609 1.2825
C: -1.1411 -0.2584 2.5003
N: -2.3137 -0.8332 2.7598
N: -0.1452 -0.3006 3.3606
C: 1.0465 0.0989 2.8469
N: 1.2424 0.4984 1.6868
H: 0.4015 -2.2513 -3.2442
H: -1.2499 -1.5696 -3.2872
H: -0.3546 -1.8977 -4.6031
H: 1.3628 -0.1324 -3.9876
H: -0.2092 0.4649 -4.4397
H: -0.2282 2.0166 -0.8068
H: -1.9737 0.5653 0.6427
H: -3.0000 -1.0255 2.0980
H: -2.3157 -1.6897 3.4185
H: 1.8818 0.0397 3.5486

=====

Model B:
Density functional theory data (the ωB97M-V functional and the def2-TZVPD basis) for 2 unconnected molecules or ions with the total composition C7H10N4O2.

Values from the calculation:
Total charge: 0
Frontier orbital gap (spin up / spin down): 5.962 / 8.009 eV

Geometry (Å):
C: -1.8587 -0.4371 -1.2626
C: 1.2820 -2.7427 0.2130
C: 0.2990 -1.9959 -0.2884
C: 1.0131 1.5962 0.5875
C: 1.2450 0.0198 0.6420
C: -0.5402 1.6481 -1.0885
C: -0.6898 0.1521 -0.8447
N: -2.6777 -1.1260 -1.7061
N: 0.7432 2.1352 -0.7344
N: 0.2289 -0.6472 -0.2145
N: -2.1349 0.2448 1.1821
O: -2.7404 1.2899 1.2454
O: -2.2228 -0.7011 1.9131
H: 1.3362 -3.8455 0.2175
H: 2.1569 -2.2447 0.5901
H: -0.4983 -2.5158 -0.7625
H: 0.3104 1.9243 1.3206
H: 1.8627 1.9151 1.0531
H: 2.1875 -0.2131 0.2582
H: 1.1418 -0.2995 1.7129
H: -0.6550 1.8405 -2.1359
H: -1.2983 2.2415 -0.5895
H: 1.5092 1.7613 -1.3085

=====

Most stable: model A. Least stable: model B.

=====

Model A:
Density functional theory data (the ωB97M-V functional and the def2-TZVPD basis) for 2 unconnected molecules or ions with the total composition CHN3O3S.

Values from the calculation:
Total charge: 0
Frontier orbital gap (spin up / spin down): 7.791 / 8.582 eV

Geometry (Å):
C: -0.2008 1.6343 -0.6013
N: 0.3089 2.6436 -0.3603
N: -1.6213 0.2493 1.0166
N: 1.7563 -1.0620 0.0784
O: 2.3741 -0.2768 -0.5315
O: 1.9014 -2.0696 0.6627
O: -1.3783 -0.6196 -1.4870
S: -0.8403 -0.0747 -0.2544
H: -2.2998 -0.4246 1.4767

=====

Model B:
Density functional theory data (the ωB97M-V functional and the def2-TZVPD basis) for 2 unconnected molecules or ions with the total composition CHN3O3S.

Values from the calculation:
Total charge: 0
Frontier orbital gap (spin up / spin down): 7.462 / 9.737 eV

Geometry (Å):
C: 1.2920 0.2533 1.8655
N: 2.3920 0.4386 2.1943
N: -0.7407 0.9589 1.1864
N: -0.3266 -0.7097 -1.9654
O: -0.3961 -1.2861 -0.9355
O: -0.1229 -1.1176 -3.0549
O: 0.1077 -0.0463 1.4625
S: -0.5245 1.0338 -1.9137
H: -1.6809 0.4751 1.1609

=====

Most stable: model A. Least stable: model B.

=====

Model A:
Density functional theory data (the ωB97M-V functional and the def2-TZVPD basis) for 2 unconnected molecules or ions with the total composition C3H4ClFO.

Values from the calculation:
Total charge: 0
SMILES: C=C1O[C@H]1Cl.F
Frontier orbital gap: 11.088 eV

Geometry (Å):
C: -1.2800 -0.8259 0.7565
C: -0.1670 -0.4112 0.2193
O: 0.5281 0.6430 -0.3565
C: 1.1037 -0.6996 -0.4406
Cl: 2.4800 -0.8436 0.5613
H: -1.3828 -1.8538 0.7478
H: -2.1126 -0.3073 1.1028
H: 1.0551 -1.1705 -1.4681
F: -0.1614 3.2033 -0.6349
H: -0.0631 2.2656 -0.4877

=====

Model B:
Density functional theory data (the ωB97M-V functional and the def2-TZVPD basis) for C3H4ClFO in the gas phase.

Values from the calculation:
Total charge: 0
SMILES: O=C[C@H](F)CCl
Frontier orbital gap: 10.769 eV

Geometry (Å):
O: -0.6633 1.4874 -1.1614
C: -0.4686 1.5367 0.0417
C: 0.5992 0.6169 0.6342
F: 1.7431 0.5869 -0.2001
C: -0.2159 -0.6007 1.1330
Cl: -0.5293 -1.6724 -0.3064
H: -1.1751 2.1628 0.6081
H: 1.0106 1.1894 1.5018
H: -1.1538 -0.2696 1.5982
H: 0.4465 -1.1507 1.7391

=====

Model C:
Density functional theory data (the ωB97M-V functional and the def2-TZVPD basis) for C3H4ClFO in the gas phase.

Values from the calculation:
Total charge: 0
SMILES: CO/C=C(\F)Cl
Frontier orbital gap: 9.294 eV

Geometry (Å):
C: -2.9795 -0.3133 0.0805
O: -1.6684 0.2370 -0.1164
C: -0.6149 -0.5754 -0.0413
C: 0.5746 0.1208 -0.0336
F: 0.5641 1.4522 0.0184
Cl: 2.1821 -0.4490 0.0239
H: -3.5925 0.6368 -0.0237
H: -3.1016 -0.6071 1.1289
H: -3.2957 -1.0613 -0.6692
H: -0.7166 -1.6937 -0.1097

=====

Most stable: model B. Least stable: model A.